# C41H66As3F33N12O15S5

A molecular structure, C41H66As3F33N12O15S5 at a distorted geometry (ωB97M-V/def2-TZVPD, OMol25).

Results
Charge = -2
E_HOMO = -5.680 eV
Largest force on an atom = 5.7 eV/A
Lowest unoccupied orbital energy = 2.32 eV
Orbital gap = 0.29396 Eh

Atoms and positions in Å:
C: 6.864 4.194 6.153
C: 5.691 3.309 5.806
N: 5.397 3.121 4.386
C: 6.235 2.931 3.256
C: 5.437 2.917 2.135
N: 4.178 3.253 2.545
C: 4.159 3.297 3.873
C: 3.014 3.584 1.694
H: 6.853 5.132 5.619
H: 7.794 3.652 5.977
H: 6.779 4.487 7.207
H: 4.757 3.675 6.191
H: 5.787 2.311 6.222
H: 7.297 2.717 3.336
H: 5.793 2.763 1.125
H: 3.360 3.622 4.524
H: 3.148 4.556 1.290
H: 2.209 3.586 2.395
H: 3.008 2.846 0.889
C: -0.956 -2.378 3.472
C: 0.575 -2.573 3.461
N: 1.240 -2.665 4.758
C: 0.857 -3.538 5.773
C: 1.894 -3.612 6.662
N: 2.882 -2.766 6.119
C: 2.500 -2.302 4.931
C: 4.262 -2.843 6.469
H: -1.308 -1.612 4.073
H: -1.413 -3.244 3.881
H: -1.211 -2.310 2.460
H: 1.175 -1.774 2.972
H: 0.834 -3.538 3.012
H: -0.061 -4.067 5.851
H: 2.058 -4.049 7.619
H: 3.056 -1.688 4.203
H: 4.336 -2.245 7.347
H: 4.807 -2.412 5.649
H: 4.550 -3.883 6.578
C: -2.969 -1.306 -8.386
C: -2.221 -2.102 -7.338
N: -3.117 -2.614 -6.292
C: -3.050 -3.931 -5.825
C: -3.811 -4.011 -4.688
N: -4.192 -2.723 -4.404
C: -3.780 -1.926 -5.355
C: -4.809 -2.198 -3.187
H: -2.277 -0.702 -8.917
H: -3.755 -0.655 -7.995
H: -3.469 -1.960 -9.103
H: -1.433 -1.544 -6.866
H: -1.858 -2.996 -7.873
H: -2.534 -4.719 -6.336
H: -4.064 -4.879 -4.052
H: -3.855 -0.839 -5.338
H: -4.207 -2.543 -2.322
H: -5.810 -2.522 -3.197
H: -4.832 -1.113 -3.265
C: 0.040 1.069 1.364
C: 1.187 0.599 0.447
N: 0.743 -0.284 -0.619
C: -0.546 -0.700 -0.901
C: -0.544 -1.443 -2.019
N: 0.772 -1.564 -2.429
C: 1.525 -0.834 -1.494
C: 1.245 -2.212 -3.651
H: -0.693 0.294 1.624
H: -0.522 1.875 0.818
H: 0.456 1.454 2.355
H: 1.950 -0.001 0.960
H: 1.789 1.349 -0.035
H: -1.396 -0.465 -0.316
H: -1.375 -1.919 -2.455
H: 2.588 -0.684 -1.541
H: 1.298 -3.290 -3.620
H: 2.296 -1.995 -3.796
H: 0.616 -1.852 -4.494
C: -3.135 1.414 6.078
C: -3.529 -0.017 6.262
N: -3.704 -0.773 4.997
C: -3.736 -2.132 4.820
C: -3.800 -2.365 3.489
N: -3.707 -1.149 2.850
C: -3.654 -0.205 3.779
C: -3.729 -0.840 1.388
H: -2.923 1.894 7.041
H: -3.971 1.950 5.586
H: -2.189 1.435 5.554
H: -4.490 0.009 6.782
H: -2.726 -0.432 6.870
H: -3.658 -2.809 5.644
H: -3.931 -3.307 2.989
H: -3.533 0.827 3.482
H: -2.782 -1.221 0.978
H: -3.725 0.236 1.381
H: -4.547 -1.348 0.937
C: -1.163 6.183 -1.065
C: -0.877 4.705 -0.668
N: -0.529 3.920 -1.848
C: -1.463 3.175 -2.559
C: -0.826 2.534 -3.534
N: 0.506 2.866 -3.486
C: 0.665 3.694 -2.434
C: 1.531 2.382 -4.391
H: -0.355 6.920 -0.864
H: -2.038 6.579 -0.551
H: -1.341 6.237 -2.143
H: -1.769 4.213 -0.210
H: 0.004 4.718 0.046
H: -2.418 3.092 -2.127
H: -1.172 1.862 -4.320
H: 1.608 4.053 -2.042
H: 2.452 2.146 -3.869
H: 1.616 3.189 -5.178
H: 1.149 1.457 -4.745
C: 2.262 0.875 7.445
F: 1.789 -0.430 7.495
F: 2.009 1.428 8.650
F: 3.568 0.834 7.251
S: 1.463 1.790 5.980
O: 0.086 1.865 6.308
O: 2.287 3.036 5.993
O: 1.666 0.958 4.755
C: -5.336 2.884 -3.037
F: -4.196 3.625 -3.205
F: -5.327 2.390 -1.845
F: -6.320 3.753 -3.130
S: -5.492 1.506 -4.380
O: -6.396 0.584 -3.623
O: -6.030 2.105 -5.532
O: -4.120 0.967 -4.381
C: -2.178 -5.328 -0.585
F: -0.998 -4.952 -0.035
F: -2.084 -5.078 -1.859
F: -2.310 -6.635 -0.433
S: -3.635 -4.397 0.243
O: -3.241 -3.015 -0.079
O: -4.863 -4.869 -0.374
O: -3.413 -4.735 1.655
C: -0.343 2.561 -7.822
F: 0.517 3.442 -8.349
F: -0.792 3.031 -6.724
F: -1.316 2.484 -8.751
S: 0.387 0.773 -7.523
O: 1.832 0.816 -7.281
O: -0.297 0.459 -6.275
O: -0.098 0.056 -8.700
C: 4.012 -3.634 0.760
F: 2.789 -3.069 0.780
F: 3.820 -4.899 0.344
F: 4.842 -3.098 -0.139
S: 4.595 -3.389 2.546
O: 5.850 -4.104 2.607
O: 4.600 -1.956 2.603
O: 3.527 -3.949 3.350
As: 5.044 2.928 -2.041
F: 4.540 1.495 -2.799
F: 3.980 2.406 -0.736
F: 5.429 4.456 -1.225
F: 5.903 3.222 -3.444
F: 3.640 3.882 -2.662
F: 6.404 2.202 -1.303
As: -4.231 3.248 1.640
F: -4.817 4.306 2.988
F: -3.087 4.459 1.276
F: -3.467 2.208 0.443
F: -5.414 1.980 2.117
F: -5.448 3.944 0.654
F: -3.021 2.533 2.798
As: 1.492 -5.652 -6.661
F: -0.341 -5.492 -6.478
F: 1.308 -4.863 -8.224
F: 3.263 -5.930 -6.895
F: 1.592 -6.370 -5.032
F: 1.156 -7.253 -7.456
F: 1.626 -4.057 -5.951

Atom charges from the Löwdin analysis, given in e for atoms 1 to 8: C -0.064; C -0.179; N -0.019; C 0.018; C 0.002; N -0.053; C -0.020; C 0.048

# C21H60N2O9

9 unconnected molecules or ions with the total composition C21H60N2O9 at a distorted geometry (ωB97M-V/def2-TZVPD, OMol25).

Results
Charge = +1
E_HOMO (alpha / beta) = -11.736 / -11.736 eV
2S+1 = 2
Largest force on an atom = 4.6 eV/A
Lowest unoccupied orbital energy (alpha / beta) = -2.69 / -9.35 eV
Expectation value of S² = 0.754
Orbital gap (alpha / beta) = 0.33233 / 0.08778 Eh

Atoms and positions in Å:
C: 1.664 3.170 -2.446
O: 1.330 3.330 -1.066
H: 1.873 4.168 -2.829
H: 2.623 2.653 -2.421
H: 0.884 2.758 -3.087
H: 1.255 2.393 -0.875
C: 3.685 0.333 2.221
O: 2.794 0.214 3.327
H: 3.495 -0.538 1.593
H: 3.543 1.253 1.654
H: 4.717 0.310 2.571
H: 2.991 -0.661 3.669
C: 0.235 -3.158 -4.475
O: -0.803 -2.661 -4.844
N: 0.466 -4.409 -4.185
N: 1.317 -2.463 -4.317
H: 1.416 -4.687 -3.984
H: -0.243 -5.122 -4.281
H: 2.114 -2.915 -3.890
H: 1.323 -1.513 -4.659
C: -4.465 1.291 -0.739
C: -4.273 2.384 -1.781
C: -2.788 2.667 -2.114
O: -4.966 2.126 -3.038
H: -4.017 0.326 -0.978
H: -5.513 0.999 -0.667
H: -3.985 1.576 0.197
H: -4.809 3.267 -1.433
H: -2.796 3.349 -2.965
H: -2.184 1.790 -2.343
H: -2.302 3.156 -1.270
H: -4.650 1.310 -3.433
C: -0.869 0.288 0.669
C: 0.345 -0.116 -0.087
C: 0.139 -0.143 -1.595
O: 1.298 0.860 0.194
H: -1.763 -0.190 0.267
H: -1.035 1.343 0.452
H: -0.931 0.243 1.756
H: 0.750 -1.066 0.261
H: 1.041 -0.441 -2.128
H: -0.332 0.778 -1.939
H: -0.600 -0.898 -1.866
H: 1.325 0.925 1.152
C: -1.576 -3.557 -1.003
C: -1.159 -4.323 0.268
C: -0.089 -3.697 1.230
O: -2.324 -4.526 0.964
H: -2.411 -3.960 -1.576
H: -0.762 -3.456 -1.721
H: -1.888 -2.537 -0.779
H: -0.825 -5.327 0.004
H: 0.747 -3.325 0.638
H: 0.299 -4.541 1.801
H: -0.450 -2.986 1.974
H: -2.321 -5.477 1.099
C: 1.223 3.572 2.556
C: 0.212 2.897 3.534
C: -1.213 3.330 3.301
O: 0.253 1.551 3.401
H: 1.042 3.464 1.487
H: 2.155 3.027 2.707
H: 1.434 4.623 2.752
H: 0.451 3.166 4.563
H: -1.663 2.997 2.366
H: -1.219 4.419 3.318
H: -1.892 3.014 4.093
H: 1.138 1.182 3.448
C: -1.960 -0.888 4.255
C: -3.265 -0.930 4.994
C: -3.198 0.100 6.079
O: -4.281 -0.705 4.136
H: -1.920 -1.613 3.443
H: -1.096 -0.939 4.918
H: -1.916 0.029 3.667
H: -3.421 -1.873 5.519
H: -2.855 1.103 5.825
H: -2.738 -0.261 6.999
H: -4.200 0.385 6.399
H: -4.031 -1.122 3.308
C: 3.626 -0.031 -2.987
C: 4.675 0.142 -4.061
C: 6.106 -0.207 -3.603
O: 4.368 -0.665 -5.189
H: 2.667 0.307 -3.379
H: 3.844 0.610 -2.133
H: 3.628 -1.007 -2.502
H: 4.642 1.192 -4.352
H: 6.512 0.304 -2.730
H: 6.718 0.006 -4.479
H: 6.161 -1.256 -3.314
H: 3.472 -0.493 -5.486

Atom charges from the Löwdin analysis, given in e for atoms 1 to 8: C -0.142; O -0.142; H 0.083; H 0.068; H 0.082; H 0.003; C -0.118; O -0.130

# CH4FN

A single CH4FN molecule at a distorted geometry (ωB97M-V/def2-TZVPD, OMol25).

Results
Energy relative to the best compared isomer or geometry (same formula, charge and spin) = 3.70 kcal per mole
Charge = 0
Structure (SMILES) = NCF
E_HOMO = -10.103 eV
Largest force on an atom = 3.1 eV/A
Lowest unoccupied orbital energy = 1.23 eV
Orbital gap = 0.41631 Eh

Atoms and positions in Å:
N: -0.254 -0.740 -0.083
C: 0.695 0.297 -0.100
F: 1.987 -0.196 -0.009
H: -0.245 -1.454 -0.856
H: -0.548 -1.228 0.744
H: 0.531 0.867 0.802
H: 0.736 1.151 -0.949

Electronic structure analysis, Löwdin charges in units of e: N 0.013; C -0.345; F -0.083; H 0.100; H 0.068; H 0.092; H 0.154